Record 1
ORCA calculation (wB97M-V/def2-TZVPD) on a structure of composition C5H22NO7.

Positions of all 35 atoms, in Å:
C (1.076182, -0.579130, 2.573440)
C (0.288292, 0.205453, 1.481020)
C (-1.028311, 0.533528, 2.134790)
C (-2.124626, 0.720055, 0.929371)
O (-2.849994, -0.510829, 0.620938)
N (0.975475, 1.329360, 0.973006)
C (2.232001, 1.028446, 0.265270)
O (2.398486, -0.302853, -0.029682)
H (1.180698, 0.108591, 3.520702)
H (0.549372, -1.308685, 3.024902)
H (2.090416, -0.913869, 2.360462)
H (-0.019827, -0.474518, 0.517290)
H (-1.356339, -0.407599, 2.673631)
H (-1.216646, 1.438496, 2.680455)
H (-2.972081, 1.283967, 1.318735)
H (-1.508188, 1.077949, 0.081079)
H (-2.049989, -1.190835, 0.356261)
H (1.290417, 1.997696, 1.732275)
H (2.108453, 1.636861, -0.799046)
H (3.148133, 1.313682, 0.811531)
H (1.607062, -2.059055, -1.387261)
H (1.548169, -0.833411, -0.414816)
O (0.850660, -1.517306, -1.207363)
H (-0.166559, -2.776639, -1.452664)
H (-1.523352, -2.944599, -1.787603)
O (-0.877056, -3.473943, -1.385691)
H (-0.453382, -1.165859, -2.334467)
H (-1.856291, -0.493767, -1.946124)
O (-1.253083, -0.576980, -2.751370)
H (-0.823915, 3.511375, -1.677153)
H (-1.087806, 2.449980, -0.677716)
O (-1.404245, 3.328642, -0.896565)
H (0.989919, -0.722901, -2.476421)
H (0.810115, 0.511645, -3.502544)
O (1.427840, -0.222950, -3.328670)

Cartesian forces, eV/Å:
C 2.0 3.6 0.6
C -0.2 -2.5 0.1
C -3.2 -1.3 -2.5
C 0.3 -1.6 1.9
O 4.3 -2.0 -1.3
N 1.2 2.4 0.9
C -0.3 0.0 -3.6
O 0.7 0.3 1.1
H 0.0 -0.5 -1.7
H -2.0 -3.1 0.9
H -0.2 0.0 -0.5
H 1.0 1.2 2.5
H 0.1 1.4 -0.2
H 0.9 0.4 0.8
H 0.5 1.0 -0.6
H -1.0 -0.1 0.3
H -3.1 2.0 0.9
H -1.1 -1.1 -0.8
H 0.8 -0.9 2.3
H -0.5 0.5 -0.1
H 0.7 -0.7 -0.5
H 0.8 1.3 0.1
O -1.8 -1.0 -0.7
H 0.2 -0.8 0.9
H -2.2 0.6 -1.1
O 1.5 -0.4 0.5
H -2.6 2.0 -1.2
H 1.0 0.0 -1.6
O 0.7 -1.8 3.0
H -0.8 0.1 0.9
H 0.1 -0.1 0.4
O 0.9 0.4 -1.4
H 2.0 1.5 -1.9
H 0.4 -0.6 0.1
O -1.2 -0.3 1.2

- frontier orbital gap (eV) = 8.54
- net charge = -1
- HOMO (eV) = -5.2
- energy above the lowest of the compared OMol25 structures with the same formula, charge and spin (kcal per mole) = 101.5
- LUMO (eV) = 3.29
- E_tot (Ha) = -785.0773

=====

Record 2
ORCA calculation (wB97M-V/def2-TZVPD) on a cluster of 7 separate species, C5H22NO7 in total.

Positions of all 35 atoms, in Å:
N (0.128936, -0.430446, 0.239551)
H (0.117507, -0.177888, -0.787316)
H (0.495034, 0.435274, 0.658626)
H (0.651827, -1.305269, 0.177196)
H (-0.874915, -0.673724, 0.522232)
O (-2.508426, -0.730879, 0.715633)
H (-2.592855, -0.819647, 1.679790)
O (-0.893274, 2.739076, -1.138049)
H (-0.081915, 3.061090, -0.710644)
O (1.639867, 0.704764, -5.212320)
C (1.293778, -0.514810, -4.677379)
C (0.839146, -0.768471, -3.189607)
O (-0.164452, -0.010690, -2.548356)
H (2.005159, -1.327043, -4.977513)
H (0.471529, -0.960346, -5.292410)
H (1.740051, -0.695938, -2.537189)
H (0.518561, -1.833293, -3.133447)
C (0.896949, 2.508398, 2.687536)
O (0.660452, 1.933032, 1.423583)
H (1.938014, 2.329290, 2.980258)
H (0.707754, 3.582491, 2.688583)
H (0.300934, 2.025561, 3.466529)
H (0.278309, 2.562669, 0.777805)
C (-3.511751, 1.499738, 3.182353)
O (-2.460658, 1.672724, 2.286630)
H (-3.430357, 2.337279, 3.890098)
H (-4.504345, 1.614314, 2.731480)
H (-3.400806, 0.593854, 3.792467)
H (-2.393698, 0.864677, 1.715333)
C (1.957331, -3.487187, -0.565951)
O (1.924368, -2.537134, 0.476862)
H (2.199061, -4.471595, -0.140723)
H (0.940859, -3.693576, -0.910795)
H (2.569791, -3.200526, -1.420098)
H (2.542242, -2.825761, 1.149258)

Cartesian forces, eV/Å:
N -0.3 -0.6 -1.2
H -1.1 0.4 -1.4
H 0.1 -0.9 0.5
H 0.4 1.0 0.9
H -0.4 0.7 -0.3
O 0.1 0.1 1.2
H -0.1 -0.6 -0.1
O 0.1 0.8 1.2
H 0.2 0.3 -0.7
O 0.3 -0.9 0.9
C -0.8 0.8 -1.7
C -1.2 1.6 1.6
O 1.6 -1.3 -0.9
H 1.0 -0.4 0.8
H -1.0 0.1 0.1
H 0.8 -0.1 0.0
H 0.3 -0.7 -0.5
C 0.1 -0.3 -0.4
O 0.6 0.6 0.8
H 0.2 0.2 -0.1
H -0.1 0.1 0.1
H -0.4 0.1 -0.1
H -0.7 -0.3 -0.2
C 0.7 0.9 0.3
O 0.0 -0.3 0.3
H -0.1 0.0 0.2
H -0.1 -0.5 -0.1
H -0.4 -0.3 -0.2
H -0.1 0.2 -0.8
C -0.8 -1.2 0.0
O 0.5 -0.2 0.2
H 0.7 0.0 -0.2
H 0.0 0.7 -0.2
H 0.1 0.1 0.1
H 0.0 0.2 0.0

- frontier orbital gap (eV) = 2.33
- net charge = -3
- HOMO (eV) = 4.2
- LUMO (eV) = 6.52
- E_tot (Ha) = -784.6351

=====

Record 3
ORCA calculation (wB97M-V/def2-TZVPD) on a cluster of 7 separate species, C5H22NO8 in total.

Positions of all 36 atoms, in Å:
N (5.148717, -0.393402, 0.096718)
C (4.055571, -0.565849, -0.905709)
C (3.162865, 0.670617, -0.937427)
C (2.074184, 0.680764, 0.168970)
C (0.883057, -0.134277, -0.292134)
C (-0.303748, 0.124724, 0.580080)
O (-0.341541, 0.855190, 1.468702)
O (-1.482995, -0.549532, 0.253784)
H (5.208221, 0.551567, 0.460520)
H (5.118565, -1.082153, 0.839189)
H (3.407751, -1.367964, -0.555507)
H (2.670484, 0.821636, -1.893498)
H (3.762916, 1.567757, -0.761945)
H (2.461105, 0.326117, 1.114070)
H (1.750755, 1.715486, 0.284324)
H (1.159310, -1.186947, -0.252162)
H (0.645704, 0.056955, -1.330185)
H (-1.357899, -1.508406, 0.309164)
O (-1.213964, -2.272370, 2.584710)
H (-1.900166, -2.341348, 3.256941)
H (-1.214248, -1.333745, 2.354015)
O (3.340160, -3.850532, 0.026273)
H (3.448848, -4.410466, 0.802759)
H (3.558964, -4.420279, -0.718915)
O (1.828432, -0.593174, -3.500827)
H (1.342241, -0.990651, -4.231233)
H (2.652680, -1.102151, -3.436020)
O (-4.554796, -0.091784, 0.636165)
H (-3.767514, -0.645900, 0.579074)
H (-4.201218, 0.804798, 0.599628)
O (-5.997285, 2.380211, -0.559156)
H (-6.915366, 2.630629, -0.712121)
H (-6.052790, 1.481315, -0.208868)
O (-6.382647, 4.920736, 1.522796)
H (-5.487954, 5.179535, 1.277375)
H (-6.506401, 4.072893, 1.080448)

Cartesian forces, eV/Å:
N 0.3 -0.2 -0.5
C -0.3 0.1 -0.7
C 0.3 -0.2 0.9
C 0.1 0.7 -1.3
C 0.2 -0.2 0.7
C 0.5 -2.6 -3.2
O -0.4 3.0 3.6
O -0.6 -0.6 0.0
H -0.2 -0.1 0.3
H -0.1 0.2 0.2
H 0.0 -0.3 0.1
H 0.0 0.0 -0.1
H 0.3 0.1 -0.2
H 0.2 -0.1 0.3
H -0.2 0.2 0.3
H -0.2 -0.3 0.0
H -0.2 0.1 -0.3
H 0.3 0.1 -0.4
O -0.2 0.1 0.0
H 0.1 -0.1 0.0
H 0.0 0.1 0.2
O -0.1 -0.3 0.2
H 0.0 0.0 -0.1
H 0.1 0.2 0.0
O -0.4 -0.2 -0.4
H 0.1 0.0 0.0
H 0.3 0.2 0.5
O -0.2 0.2 0.0
H 0.1 0.1 -0.1
H 0.2 -0.1 0.1
O -0.3 0.1 0.2
H 0.1 0.0 -0.1
H 0.1 -0.1 -0.1
O 0.0 0.0 0.0
H -0.1 0.0 0.0
H 0.2 0.0 0.0

- frontier orbital gap (eV) = 2.66
- net charge = -1
- HOMO (eV) = -0.5
- energy above the lowest of the compared OMol25 structures with the same formula, charge and spin (kcal per mole) = 162.3
- LUMO (eV) = 2.20
- E_tot (Ha) = -860.3015

=====

Record 4
ORCA calculation (wB97M-V/def2-TZVPD) on a cluster of 8 separate species, C5H22O8 in total.

Positions of all 35 atoms, in Å:
C (1.006608, 1.267793, -2.157614)
C (-0.020453, 0.512373, -1.737627)
C (-1.217075, 0.889266, -1.049966)
C (-1.411886, 0.666496, 0.259490)
C (-2.569718, 1.424877, 0.857227)
O (-0.689488, -0.037923, 1.085555)
H (1.850259, 0.866573, -2.523633)
H (1.057601, 2.375069, -1.880356)
H (0.148330, -0.552863, -1.927953)
H (-2.070010, 1.461354, -1.668928)
H (-2.382564, 1.740854, 1.926329)
H (-3.571935, 1.001183, 0.659262)
H (-2.620832, 2.383016, 0.292122)
H (-1.208561, -0.024782, 2.029056)
O (2.901632, 1.748707, -0.157789)
H (3.240873, 1.468801, -0.993015)
H (2.115055, 1.122318, -0.111562)
O (1.803422, -0.856302, 0.618552)
H (1.403748, -1.190794, -0.214918)
H (0.921550, -0.597290, 1.146568)
O (1.016796, -2.524958, -1.332438)
H (1.595333, -3.172111, -1.192265)
H (0.214197, -3.001117, -1.179674)
O (-1.137873, 0.661698, 3.360497)
H (-1.744242, 1.426398, 3.363644)
H (-0.151257, 0.835868, 3.290731)
O (2.261080, 1.357073, 2.568218)
H (2.745970, 0.602345, 2.677090)
H (2.762337, 1.905988, 2.012776)
O (-1.518588, -2.514872, -0.387779)
H (-1.099365, -1.770276, 0.136544)
H (-2.114276, -2.924578, 0.337715)
O (-1.260624, -1.441327, -2.988365)
H (-1.737061, -1.361664, -2.224478)
H (-1.090848, -2.295884, -3.115707)

Cartesian forces, eV/Å:
C -3.8 3.2 2.6
C 2.7 -1.1 -1.2
C -1.8 1.4 -0.6
C -2.5 2.4 -2.2
C -0.7 1.7 0.0
O -0.4 -1.9 2.5
H 2.7 -1.5 -1.6
H -0.2 -1.5 -0.8
H -0.1 0.6 0.2
H 2.1 -1.1 1.7
H -0.8 -0.5 -1.6
H 0.5 -0.3 0.7
H 0.0 -0.5 0.6
H 1.7 0.3 -1.7
O -1.5 -0.7 0.8
H 0.8 0.0 -0.8
H 1.2 0.8 0.5
O -2.8 0.7 1.4
H 0.5 -0.1 0.6
H 3.1 -0.6 -1.8
O -2.8 3.4 -1.4
H 4.6 -3.9 0.9
H -1.6 0.1 0.2
O 0.7 -0.5 0.9
H 1.4 -0.2 0.3
H -1.7 0.7 0.2
O -3.3 1.9 1.4
H 1.9 -3.1 0.2
H 1.0 1.1 -1.5
O -1.2 -0.1 3.0
H -0.4 -0.8 -0.8
H 1.4 0.8 -2.0
O 0.2 4.5 -3.1
H -2.0 0.1 3.1
H 1.0 -5.3 -0.8

- frontier orbital gap (eV) = 8.36
- SMILES = C=C/C=C(/C)O.O.O.O.O.O.O.O
- HOMO (eV) = -8.2
- energy above the lowest of the compared OMol25 structures with the same formula, charge and spin (kcal per mole) = 95.3
- LUMO (eV) = 0.13
- E_tot (Ha) = -805.4797

=====

Copy entry 4 word for word.
ORCA calculation (wB97M-V/def2-TZVPD) on a cluster of 8 separate species, C5H22O8 in total.

Positions of all 35 atoms, in Å:
C (1.006608, 1.267793, -2.157614)
C (-0.020453, 0.512373, -1.737627)
C (-1.217075, 0.889266, -1.049966)
C (-1.411886, 0.666496, 0.259490)
C (-2.569718, 1.424877, 0.857227)
O (-0.689488, -0.037923, 1.085555)
H (1.850259, 0.866573, -2.523633)
H (1.057601, 2.375069, -1.880356)
H (0.148330, -0.552863, -1.927953)
H (-2.070010, 1.461354, -1.668928)
H (-2.382564, 1.740854, 1.926329)
H (-3.571935, 1.001183, 0.659262)
H (-2.620832, 2.383016, 0.292122)
H (-1.208561, -0.024782, 2.029056)
O (2.901632, 1.748707, -0.157789)
H (3.240873, 1.468801, -0.993015)
H (2.115055, 1.122318, -0.111562)
O (1.803422, -0.856302, 0.618552)
H (1.403748, -1.190794, -0.214918)
H (0.921550, -0.597290, 1.146568)
O (1.016796, -2.524958, -1.332438)
H (1.595333, -3.172111, -1.192265)
H (0.214197, -3.001117, -1.179674)
O (-1.137873, 0.661698, 3.360497)
H (-1.744242, 1.426398, 3.363644)
H (-0.151257, 0.835868, 3.290731)
O (2.261080, 1.357073, 2.568218)
H (2.745970, 0.602345, 2.677090)
H (2.762337, 1.905988, 2.012776)
O (-1.518588, -2.514872, -0.387779)
H (-1.099365, -1.770276, 0.136544)
H (-2.114276, -2.924578, 0.337715)
O (-1.260624, -1.441327, -2.988365)
H (-1.737061, -1.361664, -2.224478)
H (-1.090848, -2.295884, -3.115707)

Cartesian forces, eV/Å:
C -3.8 3.2 2.6
C 2.7 -1.1 -1.2
C -1.8 1.4 -0.6
C -2.5 2.4 -2.2
C -0.7 1.7 0.0
O -0.4 -1.9 2.5
H 2.7 -1.5 -1.6
H -0.2 -1.5 -0.8
H -0.1 0.6 0.2
H 2.1 -1.1 1.7
H -0.8 -0.5 -1.6
H 0.5 -0.3 0.7
H 0.0 -0.5 0.6
H 1.7 0.3 -1.7
O -1.5 -0.7 0.8
H 0.8 0.0 -0.8
H 1.2 0.8 0.5
O -2.8 0.7 1.4
H 0.5 -0.1 0.6
H 3.1 -0.6 -1.8
O -2.8 3.4 -1.4
H 4.6 -3.9 0.9
H -1.6 0.1 0.2
O 0.7 -0.5 0.9
H 1.4 -0.2 0.3
H -1.7 0.7 0.2
O -3.3 1.9 1.4
H 1.9 -3.1 0.2
H 1.0 1.1 -1.5
O -1.2 -0.1 3.0
H -0.4 -0.8 -0.8
H 1.4 0.8 -2.0
O 0.2 4.5 -3.1
H -2.0 0.1 3.1
H 1.0 -5.3 -0.8

- frontier orbital gap (eV) = 8.36
- SMILES = C=C/C=C(/C)O.O.O.O.O.O.O.O
- HOMO (eV) = -8.2
- energy above the lowest of the compared OMol25 structures with the same formula, charge and spin (kcal per mole) = 95.3
- LUMO (eV) = 0.13
- E_tot (Ha) = -805.4797

=====

- Look up the HOMO of the second one.
  4.2 eV

=====

- Among the records above, which one has the lowest E_tot?
  C5H22NO8

=====

- The highest frontier orbital gap belongs to which entry?
  number 1